The following is a quantum chemistry calculation of a single C2H6N4O molecule, from OMol25.

```
! RIJCOSX wB97M-V def2-TZVPD def2/J DEFGRID3
* xyz 0 1
C 0.646 -0.217 -0.927
C -0.617 0.954 0.584
H 1.415 0.991 -2.285
H 1.988 1.154 -0.506
H 0.462 -2.185 -0.922
H -1.133 -0.950 1.644
H -0.081 1.974 0.060
H -2.332 1.457 1.756
N 1.049 1.102 -1.214
N 0.578 -1.370 -1.639
N 0.426 -0.057 0.599
N -1.673 0.780 1.378
O -0.394 -1.256 1.055
*
```

Its SMILES is [H]/N=C(/N)N(O)/C=N/[H]. The value obtained for the HOMO energy is -0.35919 hartree. As for the energy relative to the best compared isomer or geometry (same formula, charge and spin): 597.30 kJ/mol.